[1]
{"formula": "C6H5As2CuF20O4", "method": "ωB97M-V/def2-TZVPD", "relative_energy_kcal_mol": 29.3, "largest_force_ev_per_a": 5.0, "lumo_energy_ev": 3.8, "charge": -2, "symbols": ["Cu", "As", "F", "F", "F", "F", "F", "F", "As", "F", "F", "F", "F", "F", "F", "O", "C", "O", "O", "H", "C", "C", "C", "F", "F", "F", "F", "O", "C", "C", "F", "F", "F", "F", "H", "H", "H", "H"], "xyz": [[-24.77172, -8.63833, 16.18347], [-24.77339, -6.25258, 19.38270], [-24.81904, -5.79912, 21.09432], [-25.14230, -4.61309, 18.92218], [-24.77726, -6.79570, 17.68926], [-24.48249, -7.90764, 19.84872], [-26.52284, -6.51567, 19.53290], [-23.04885, -5.89118, 19.31721], [-28.45319, -7.13882, 15.98760], [-27.74723, -5.81529, 16.94553], [-27.69653, -6.41087, 14.57230], [-29.08639, -8.51636, 15.09050], [-29.14255, -7.62208, 17.55088], [-29.95060, -6.28001, 15.64308], [-27.01096, -8.13256, 16.27399], [-24.81130, -12.02594, 16.66101], [-24.74325, -11.41045, 17.85147], [-24.76733, -10.14448, 17.98994], [-24.61939, -12.10958, 18.89069], [-24.83746, -12.97025, 16.84188], [-23.27343, -10.89657, 12.07564], [-21.88037, -10.50470, 12.56676], [-21.72568, -10.79771, 14.07155], [-22.52834, -9.94176, 14.75170], [-22.00498, -12.06368, 14.37217], [-20.94771, -11.23075, 11.88839], [-21.51006, -9.23088, 12.27679], [-24.35565, -10.33580, 12.84013], [-25.56906, -10.26216, 12.16684], [-26.60203, -9.98983, 13.27514], [-26.84735, -11.02626, 14.09067], [-26.15628, -8.98930, 14.05939], [-25.49907, -9.28119, 11.25657], [-25.80448, -11.42721, 11.52904], [-23.39489, -11.97912, 12.13822], [-23.45354, -10.67780, 11.02167], [-20.70512, -10.51716, 14.35418], [-27.56819, -9.75270, 12.81978]], "atomic_forces_ev_per_a": [[-0.65, -0.66, 1.84], [-1.66, -0.67, 1.31], [0.47, 0.09, -0.52], [0.47, -0.23, -0.18], [0.25, 0.30, 0.04], [0.23, 0.79, -0.19], [1.16, -0.05, -0.43], [-0.62, -0.21, -0.17], [0.22, 1.25, 2.17], [-0.51, -0.70, -1.21], [-0.40, -0.69, 0.16], [0.20, 0.47, 0.16], [0.15, -0.52, -1.43], [0.61, -0.16, -0.05], [-0.26, 0.34, -0.03], [-0.20, 0.19, -1.72], [0.60, 1.30, 4.74], [0.01, 0.12, -3.35], [-0.21, -1.03, -1.38], [0.06, 0.04, 0.33], [-1.23, -0.37, -0.67], [-0.59, -0.20, -0.13], [0.95, 1.89, 0.05], [-0.18, -0.38, 0.00], [-0.19, -0.23, -0.13], [-0.21, -0.79, 0.02], [-0.72, 0.14, 0.60], [0.40, 0.04, -0.42], [2.22, -0.48, 2.13], [-1.46, 0.46, 0.11], [0.66, -0.65, -0.42], [0.16, 0.15, -0.76], [-0.61, 0.05, -0.36], [-0.49, 0.07, -0.35], [0.53, -0.10, 0.23], [0.62, 0.39, -0.07], [0.10, -0.49, 0.09], [0.10, 0.53, 0.01]]}


[2]
{"formula": "C6H5BN5O6", "method": "ωB97M-V/def2-TZVPD", "relative_energy_kcal_mol": 0.0, "largest_force_ev_per_a": 3.8, "lumo_energy_ev": 2.1, "charge": -1, "symbols": ["O", "N", "C", "C", "N", "O", "C", "N", "O", "O", "C", "C", "N", "O", "O", "N", "C", "H", "H", "B", "H", "H", "H"], "xyz": [[-3.82585, -2.20065, -0.95507], [-2.99893, -1.35263, -1.26246], [-1.84187, -0.91059, -0.62540], [-1.32549, 0.15675, -1.40673], [-2.09330, 0.36915, -2.51971], [-3.14175, -0.57352, -2.40349], [0.01783, 0.66638, -1.11692], [0.78399, 1.60131, -1.88139], [0.39036, 2.33332, -2.80738], [1.96968, 1.73511, -1.45711], [0.71158, 0.27946, 0.18135], [0.15797, -0.97984, 0.70586], [0.73002, -1.75026, 1.69597], [1.81366, -1.71941, 2.23556], [-0.21272, -2.79171, 1.99094], [-1.33145, -2.63852, 1.24035], [-1.12886, -1.47022, 0.49461], [1.84050, 0.32910, 0.14096], [0.87453, 1.02503, 1.11237], [2.04619, 1.90516, 1.63501], [2.88641, 1.07031, 1.84583], [2.23560, 2.53740, 0.62278], [1.44191, 2.37886, 2.53407]], "atomic_forces_ev_per_a": [[0.30, 0.40, -0.55], [2.43, 1.21, 1.52], [-2.65, -0.81, -0.95], [1.12, 0.80, -2.07], [0.89, -0.72, 2.25], [-0.27, -0.31, 0.38], [-0.25, 0.86, 0.48], [0.99, 0.63, 0.99], [-0.71, -1.49, 0.60], [-0.96, -0.11, -0.96], [2.22, 0.13, -0.16], [1.02, -0.46, 2.60], [-1.46, 0.98, -2.24], [-0.10, -0.23, 0.30], [0.62, 0.66, -0.12], [0.01, 3.06, -1.88], [-0.24, -3.65, 1.04], [-1.21, -1.44, -1.28], [-1.89, -0.12, -0.54], [1.23, 0.87, -0.33], [-0.42, -0.11, 0.08], [-0.26, -0.10, 0.63], [-0.39, -0.03, 0.22]]}


[3]
{"formula": "C6H5BrF4LiN2O3P2S", "method": "ωB97M-V/def2-TZVPD", "largest_force_ev_per_a": 3.0, "lumo_energy_ev": -4.5, "charge": 1, "symbols": ["N", "C", "C", "P", "O", "Br", "C", "C", "N", "C", "F", "F", "C", "F", "F", "P", "O", "O", "S", "H", "H", "H", "H", "H", "Li"], "xyz": [[2.33841, -0.56966, 2.19860], [1.58593, 0.12180, 1.64531], [0.64317, 0.84282, 0.83768], [1.72695, 2.07806, -0.15316], [0.76121, 3.32805, -0.46661], [3.03574, 2.87409, 1.47274], [-0.15787, -0.12490, -0.14033], [0.60469, -0.22274, -1.38804], [0.93616, -0.24526, -2.50228], [-1.55472, 0.50296, -0.34836], [-2.33058, 0.02066, 0.61760], [-1.49909, 1.81767, -0.16209], [-2.23067, 0.24090, -1.69792], [-3.48703, 0.66462, -1.55798], [-1.65493, 0.99485, -2.62716], [-0.24709, -1.87972, 0.45408], [1.22938, -2.46119, 0.24329], [-0.57226, -1.78599, 1.99447], [-1.52636, -2.98386, -0.47065], [-0.03781, 1.31793, 1.53363], [0.34583, 3.15416, -1.32048], [-2.26459, -0.80042, -1.98617], [1.15461, -3.41617, 0.34841], [-0.99953, -2.60347, 2.27585], [4.20045, -0.86520, 1.19956]], "atomic_forces_ev_per_a": [[-0.12, 1.07, -1.02], [1.07, -1.55, 0.80], [-0.21, -0.03, 0.49], [0.81, 0.14, -0.54], [0.11, -0.36, 0.54], [-0.49, 0.04, -0.09], [1.97, 0.47, 0.77], [-0.35, 0.10, -2.45], [0.00, -0.14, 1.77], [-0.14, -0.95, -0.29], [-0.65, -0.34, 0.76], [0.27, 1.01, -0.12], [-0.57, -0.32, 0.22], [-0.84, 0.28, 0.13], [0.66, 0.52, -0.69], [-2.03, -1.90, -1.04], [0.34, 1.06, 0.45], [0.78, 0.75, 0.31], [0.26, 0.28, 0.04], [-0.27, 0.33, 0.04], [-0.23, 0.36, -0.32], [0.35, -0.33, -0.06], [0.11, -0.42, -0.27], [-0.34, -0.10, 0.19], [-0.50, 0.05, 0.38]]}


[4]
{"formula": "C6H5Cl2N", "method": "ωB97M-V/def2-TZVPD", "smiles": "N=C=C/C=C\\C=C(Cl)Cl", "relative_energy_kcal_mol": 6.4, "largest_force_ev_per_a": 3.1, "lumo_energy_ev": 0.6, "charge": 0, "symbols": ["C", "C", "C", "C", "C", "C", "N", "Cl", "Cl", "H", "H", "H", "H", "H"], "xyz": [[-1.55468, 0.29292, 0.51248], [-1.54942, -0.78494, -0.39471], [-0.62348, 1.21284, 0.68509], [0.58802, 1.15398, -0.08527], [-0.40386, -1.38842, -0.62520], [1.71225, 0.54855, 0.32532], [0.45046, -2.16970, -0.86567], [1.94518, -0.41399, 1.76446], [3.09658, 0.54093, -0.68894], [-2.38036, 0.53612, 1.16980], [-2.49630, -1.33743, -0.55088], [-0.65012, 2.02926, 1.36703], [0.64890, 1.74546, -1.10091], [1.21683, -1.96559, -1.51259]], "atomic_forces_ev_per_a": [[-1.20, 2.15, 1.86], [-0.99, -1.05, 0.41], [0.85, -0.16, -0.43], [2.09, 0.92, -1.73], [-2.09, 0.13, -0.83], [-0.54, 0.11, -0.33], [2.80, -1.11, -0.08], [-0.44, 0.57, -0.45], [0.49, -0.02, -0.25], [-0.70, -0.78, -0.28], [0.85, 0.42, -0.48], [-0.60, 0.35, 0.66], [-0.01, -1.31, 2.00], [-0.51, -0.22, -0.07]]}


[5]
{"formula": "C6H5ClO", "method": "ωB97M-V/def2-TZVPD", "smiles": "C#C[C@H]1O[C@H]1/C=C/Cl", "relative_energy_kcal_mol": 112.5, "largest_force_ev_per_a": 4.5, "lumo_energy_ev": 0.8, "charge": 0, "symbols": ["C", "C", "C", "C", "C", "C", "H", "H", "H", "H", "H", "O", "Cl"], "xyz": [[-2.30852, -0.36018, -0.24001], [-1.04104, -0.00978, 0.12611], [0.10930, -1.07591, -0.04556], [1.45092, -0.55032, -0.24416], [1.64890, 0.84446, -0.00720], [1.88479, 2.04815, 0.09790], [-2.79362, -1.37324, -0.46001], [-0.86268, 0.87479, 0.66343], [-0.09061, -1.80607, -0.78795], [2.20292, -0.95291, -0.97448], [2.45333, 2.90312, 0.50750], [1.03788, -1.08343, 1.09072], [-3.69157, 0.54132, 0.27370]], "atomic_forces_ev_per_a": [[0.43, -1.34, 1.60], [-1.28, -4.08, -1.47], [-1.03, 4.10, 0.51], [0.52, 1.32, 1.02], [1.01, 3.67, -0.67], [0.76, -2.02, 0.83], [1.90, 1.31, -0.42], [0.40, 1.08, 0.35], [-0.45, -1.83, 0.48], [-0.74, -0.48, 1.32], [-1.08, -0.68, -0.76], [-0.28, -1.94, -2.70], [-0.16, 0.91, -0.10]]}


[6]
{"formula": "C6H5ClO5S", "method": "ωB97M-V/def2-TZVPD", "smiles": "C=C[C@@](C(=C)Cl)(C(=O)[O-])S(=O)(=O)[O-]", "relative_energy_kcal_mol": 0.0, "largest_force_ev_per_a": 3.6, "lumo_energy_ev": 5.9, "charge": -2, "symbols": ["C", "C", "C", "C", "C", "C", "O", "O", "O", "O", "O", "S", "Cl", "H", "H", "H", "H", "H"], "xyz": [[-2.12153, 0.80748, -0.11915], [-0.68846, -2.02509, 0.79953], [-0.76518, 0.97035, -0.08844], [0.31849, -1.30437, 0.25246], [0.67442, 0.12849, -1.73519], [0.36004, 0.05970, -0.15898], [-0.07017, -0.67223, -2.28073], [1.38801, 2.42063, 0.80772], [1.48768, 0.92718, -2.18733], [1.10375, 0.52139, 2.21542], [2.97094, 0.62753, 0.61137], [1.61253, 1.01984, 0.91218], [1.80809, -2.19798, 0.03072], [-2.89374, 1.53167, -0.35124], [-2.67215, -0.12693, -0.22396], [-0.48072, -3.08159, 0.82732], [-1.68918, -1.60139, 0.98386], [-0.34281, 1.99533, -0.29556]], "atomic_forces_ev_per_a": [[0.71, -0.74, -0.49], [0.59, 1.03, -1.12], [-2.94, 1.72, -1.06], [-1.64, -2.20, 1.56], [0.27, 0.16, 0.30], [2.00, 2.52, -0.11], [-0.89, -1.29, -1.59], [-0.39, 2.43, -0.86], [0.36, 0.45, 0.12], [0.66, 0.08, -0.25], [0.34, -0.35, -0.27], [-0.27, -2.71, 2.23], [0.23, -0.16, -0.25], [0.71, 1.10, 0.23], [0.82, -0.55, 0.49], [-0.40, -0.25, 0.53], [0.81, -0.28, -0.07], [-0.96, -0.95, 0.61]]}


[7]
{"formula": "C6H5ClS", "method": "ωB97M-V/def2-TZVPD", "smiles": "S=C1C=C[C@@H]2[C@H](Cl)[C@H]12", "relative_energy_kcal_mol": 12.7, "largest_force_ev_per_a": 0.7, "lumo_energy_ev": -0.7, "charge": 0, "symbols": ["C", "C", "C", "C", "C", "C", "H", "H", "H", "H", "H", "S", "Cl"], "xyz": [[1.08300, -0.78265, 0.63175], [0.73208, 0.66395, 0.49733], [0.26020, 1.11288, -0.85654], [-0.88256, 0.50673, -1.21969], [-1.33925, -0.38693, -0.14606], [-0.31046, -0.32786, 0.95200], [1.70067, -1.02946, 1.48689], [1.21040, 1.37716, 1.16731], [0.83946, 1.81412, -1.44618], [-1.40888, 0.60642, -2.17389], [-0.67804, -0.41117, 1.96651], [-2.67666, -1.30642, -0.14549], [1.47003, -1.83677, -0.71392]], "atomic_forces_ev_per_a": [[0.25, -0.23, 0.22], [-0.08, 0.58, -0.36], [-0.08, -0.19, 0.21], [0.16, 0.22, -0.06], [0.03, -0.24, -0.13], [-0.55, 0.01, -0.07], [-0.11, -0.03, -0.06], [-0.10, -0.20, -0.17], [-0.12, -0.10, -0.05], [0.25, -0.06, 0.47], [0.16, -0.05, -0.04], [0.27, 0.21, 0.04], [-0.07, 0.07, -0.03]]}


[8]
{"formula": "C6H5F2NO3", "method": "ωB97M-V/def2-TZVPD", "smiles": "[O-]/[N+]1=C(F)/C=C\\C=C(\\F)[C@@H](O)O1", "relative_energy_kcal_mol": 119.9, "largest_force_ev_per_a": 4.3, "lumo_energy_ev": -0.6, "charge": 0, "symbols": ["C", "C", "C", "C", "C", "C", "N", "O", "O", "O", "F", "F", "H", "H", "H", "H", "H"], "xyz": [[-0.30340, -0.86060, 0.86106], [-0.99970, -0.16072, -0.28528], [0.73148, -1.68135, 0.99019], [-0.61340, 0.63336, -1.23716], [0.76906, 1.24395, -1.45216], [1.89555, -1.74998, 0.19347], [2.19401, -0.83055, -0.72881], [1.48420, 0.46887, -0.41582], [2.86736, -0.79220, -1.74186], [1.00520, 2.54525, -1.22297], [-1.60947, 1.17283, -2.05530], [2.69012, -2.80004, 0.22582], [-1.10009, -1.03338, 1.64677], [-2.06752, -0.26114, -0.20029], [0.86522, -2.47490, 1.78909], [1.09104, 0.90958, -2.44781], [0.95333, 2.58678, -0.30238]], "atomic_forces_ev_per_a": [[-3.51, -0.56, 0.23], [0.48, -1.19, 2.42], [1.36, -1.31, 1.53], [-0.38, 2.86, -1.46], [0.09, -4.25, -0.76], [0.52, 2.17, -2.62], [-1.67, 1.10, -0.10], [1.15, -0.19, 0.31], [0.63, -0.62, 0.45], [-0.17, 0.02, -2.02], [1.24, -0.55, 0.71], [0.05, -0.27, -0.09], [1.10, 0.23, -0.72], [-0.32, -0.26, -0.16], [-0.83, 1.40, -0.50], [0.37, 0.50, 0.12], [-0.12, 0.94, 2.67]]}


Frontier orbital gap, respectively: 6.64, 6.97, 8.06, 8.86, 10.34, 6.89, 7.98, 8.05 eV.